DFT (ωB97M-V/def2-TZVPD) results for a molecular structure, C16H40AlClFNO5PS.

The total charge is -1. The maximum force comes out at 1.9 eV/Å. The value obtained for the HOMO energy is -3.78 eV.

The geometry in XYZ format:
```
67
C16H40AlClFNO5PS | the Open Molecules 2025 dataset | ωB97M-V/def2-TZVPD
C 0.616 1.796 -2.667
C -0.779 2.412 -2.712
C -1.500 2.426 -1.365
O -2.428 1.375 -1.211
Al -1.811 -0.255 -0.746
C -1.294 -1.410 -2.349
C 0.077 -2.109 -2.246
C 0.150 -3.298 -3.190
F 0.945 -4.339 -2.684
C -3.413 -1.201 0.124
C -3.274 -2.698 0.312
C -2.061 -3.089 1.134
C -2.222 -4.517 1.669
S -0.730 -5.497 1.546
O -1.099 -6.873 1.492
O 0.056 -5.066 0.451
Cl 0.296 -5.198 3.298
P -0.083 -0.247 0.904
N 1.074 0.852 0.647
H 1.026 1.754 -3.675
H 1.277 2.410 -2.072
H 0.568 0.816 -2.206
H -0.645 3.457 -2.985
H -1.412 1.986 -3.483
H -2.082 3.357 -1.368
H -0.790 2.518 -0.541
H -2.035 -2.197 -2.481
H -1.292 -0.829 -3.274
H 0.887 -1.447 -2.542
H 0.310 -2.473 -1.247
H 0.559 -2.993 -4.152
H -0.835 -3.719 -3.375
H -4.247 -0.964 -0.534
H -3.584 -0.685 1.069
H -3.318 -3.226 -0.636
H -4.156 -3.051 0.868
H -1.176 -3.022 0.505
H -1.904 -2.417 1.971
H -3.024 -5.031 1.160
H -2.469 -4.447 2.723
H -0.704 -0.153 2.183
H 0.504 -1.551 0.897
H 1.123 1.449 1.467
C -1.089 6.443 -0.312
C 0.343 6.216 -0.770
C 1.070 7.534 -0.997
O 0.354 5.440 -1.962
H -1.652 6.991 -1.074
H -1.594 5.490 -0.158
H -1.123 7.013 0.619
H 0.876 5.629 -0.021
H 0.572 8.115 -1.779
H 2.093 7.354 -1.328
H 1.098 8.135 -0.086
H -0.114 5.932 -2.646
C 4.848 -1.426 2.992
C 3.393 -1.438 3.439
C 3.012 -2.784 4.043
O 2.545 -1.136 2.342
H 5.016 -2.182 2.220
H 5.104 -0.459 2.559
H 5.524 -1.627 3.826
H 3.231 -0.648 4.175
H 3.125 -3.580 3.302
H 1.967 -2.778 4.356
H 3.635 -3.024 4.909
H 2.668 -1.819 1.672
```